No. 1
{"formula": "C9H21IN3", "method": "ωB97M-V/def2-TZVPD", "e_above_lowest_kcal_mol": 66.3, "e_tot_ha": -817.0661, "gap_ev": [6.278, 7.683], "spin_multiplicity": 1, "charge": 1, "elements": ["C", "C", "C", "C", "C", "C", "C", "C", "C", "N", "N", "N", "I", "H", "H", "H", "H", "H", "H", "H", "H", "H", "H", "H", "H", "H", "H", "H", "H", "H", "H", "H", "H", "H"], "xyz": [[-2.2645, 3.3689, -0.5593], [-0.4141, -3.8147, -1.9940], [0.5665, -1.3567, 0.9426], [0.6648, 2.2250, 3.2172], [0.9910, -3.2726, -1.4365], [1.1699, -1.7115, -1.4811], [0.3410, -0.9194, -0.4836], [0.5181, 0.5250, -0.6527], [-0.7806, 2.5781, 1.2459], [-2.5144, 4.2230, -1.5674], [0.1216, 2.9556, 2.1071], [-1.2088, 3.5294, 0.3198], [0.0958, 1.3903, -2.4500], [-2.9860, 2.5400, -0.5444], [-1.1449, -3.3500, -1.3699], [-0.3482, -4.9071, -1.7877], [-0.6402, -3.7201, -3.0130], [1.5030, -1.0729, 1.4636], [0.4486, -2.4627, 0.9457], [-0.2527, -0.9945, 1.5125], [1.3571, 1.5214, 2.8580], [0.8702, 2.9123, 3.9242], [-0.2505, 1.7890, 3.5552], [1.7342, -3.7936, -2.0333], [1.2371, -3.5607, -0.2989], [0.8143, -1.3298, -2.3874], [2.1496, -1.5027, -1.3100], [-0.7912, -1.1250, -0.8649], [1.2898, 0.9197, -0.0689], [-1.3377, 1.7287, 1.2805], [-3.2927, 3.9146, -2.2071], [-1.7101, 4.8835, -1.7949], [0.4413, 3.9245, 2.1417], [-0.7222, 4.3967, 0.2913]], "forces_ev_per_angstrom": [[0.440, -0.364, 0.585], [2.456, -0.923, 3.148], [-0.293, -1.214, 0.142], [-3.251, -1.626, -2.214], [-0.558, 0.241, 1.023], [-2.296, -2.334, 0.384], [-2.694, -0.777, -1.065], [-0.464, -0.398, -0.173], [-0.424, 3.369, -2.562], [0.937, 0.761, -0.403], [2.019, 2.590, 0.634], [-2.028, -2.353, -0.417], [-0.064, 0.343, -0.117], [0.893, 0.138, 0.800], [-1.033, -0.031, 0.179], [-0.550, 0.669, -0.046], [0.146, 0.676, -1.467], [-0.273, -0.080, -0.746], [0.302, 0.780, 0.399], [-0.696, 0.420, 0.923], [1.279, -0.832, 0.298], [1.713, 1.889, 2.375], [-0.105, -1.429, 1.029], [0.468, 0.384, 0.021], [-0.938, 0.034, -2.651], [0.142, 0.261, -1.905], [3.078, 0.762, 0.160], [2.120, 0.146, 1.348], [1.154, 1.153, 0.549], [-1.113, -2.458, 0.355], [1.724, 1.115, 0.682], [-2.152, -1.151, -0.406], [-0.410, -0.411, -0.698], [0.472, 0.649, -0.162]], "mulliken_charge": [-0.022, -1.141, -1.518, -0.881, -0.452, -1.078, 1.275, -1.474, -0.059, -0.381, -0.307, -0.162, 0.081, 0.330, 0.332, 0.317, 0.336, 0.300, 0.353, 0.379, 0.232, 0.409, 0.376, 0.404, 0.248, 0.420, 0.438, 0.115, 0.678, 0.472, 0.292, 0.247, 0.214, 0.226]}

No. 2
{"formula": "C9H21N3O8P", "method": "ωB97M-V/def2-TZVPD", "e_tot_ha": -1462.9878, "gap_ev": 7.782, "spin_multiplicity": 1, "charge": -1, "elements": ["N", "C", "O", "N", "C", "C", "C", "C", "O", "O", "P", "N", "C", "O", "O", "H", "H", "H", "H", "H", "H", "H", "H", "H", "C", "O", "H", "H", "H", "H", "C", "O", "H", "H", "H", "H", "C", "O", "H", "H", "H", "H"], "xyz": [[-0.8420, -1.7548, 0.5966], [-0.7079, -1.0088, -0.2813], [-0.5076, -0.0621, -1.1209], [-1.6350, 0.8983, -1.1365], [-1.1558, 2.2564, -0.7914], [-2.3394, 2.9809, -0.1576], [-3.4147, 3.4493, -1.1737], [-4.7481, 2.9381, -0.7102], [-5.5396, 3.5756, -0.0658], [-4.9994, 1.6264, -1.0313], [0.2322, 2.1969, 0.4517], [0.6313, 3.5872, 1.0885], [-0.5635, 2.9582, -2.0490], [-0.8454, 4.1600, -2.2162], [0.1678, 2.2196, -2.7349], [-2.2702, 0.5652, -0.4129], [-2.0218, 3.8341, 0.4327], [-2.8073, 2.2949, 0.5626], [-3.4957, 4.5312, -1.1444], [-3.1886, 3.1521, -2.1936], [-5.4029, 1.2154, -0.2554], [1.3239, 1.6380, -0.2260], [-0.2007, 1.2733, 1.4309], [0.0782, 4.3473, 0.7063], [0.9988, -4.3806, -2.1094], [1.0712, -4.2921, -0.6940], [1.5822, -5.2465, -2.4177], [-0.0342, -4.5137, -2.4436], [1.4157, -3.4873, -2.5829], [0.5535, -3.5242, -0.4275], [1.9528, 0.7179, 3.7335], [2.0635, 1.5638, 2.6011], [1.3583, -0.1461, 3.4428], [2.9351, 0.3716, 4.0707], [1.4501, 1.2316, 4.5589], [2.5765, 2.3406, 2.8389], [4.2059, -5.2741, 0.2256], [5.0989, -6.1141, 0.9620], [4.2132, -4.2907, 0.6861], [4.5361, -5.1818, -0.8128], [3.1884, -5.6658, 0.2495], [5.0862, -6.9816, 0.5506]], "forces_ev_per_angstrom": [[-0.017, -0.323, -0.533], [0.203, 0.569, 0.671], [-0.064, -0.371, -0.107], [-0.438, 0.266, -0.483], [0.385, -0.431, 0.632], [-0.398, -0.282, -0.212], [-0.414, 0.200, 0.168], [-0.263, 0.159, -0.101], [0.077, -0.157, 0.153], [0.778, -0.147, 0.287], [0.369, 1.573, 0.300], [-0.404, -0.179, -0.098], [0.599, 0.278, -0.949], [-0.279, -0.121, 0.463], [-0.147, -0.103, 0.277], [0.169, -0.040, 0.150], [0.235, 0.034, -0.132], [0.052, 0.038, 0.086], [0.169, 0.032, -0.153], [0.048, -0.178, 0.047], [-0.514, 0.138, -0.229], [-0.294, -0.533, 0.088], [0.037, -0.359, -0.348], [0.156, 0.069, -0.052], [-0.051, 0.131, 0.180], [0.032, -0.030, -0.155], [0.009, -0.013, 0.014], [0.027, -0.017, -0.085], [-0.009, -0.038, -0.083], [-0.053, 0.007, 0.222], [0.103, 0.221, -0.069], [0.188, -0.443, 0.139], [-0.005, 0.005, -0.029], [-0.041, -0.067, 0.052], [-0.013, -0.078, 0.042], [-0.211, 0.179, -0.156], [0.058, -0.309, -0.033], [0.018, 0.113, 0.010], [0.023, -0.013, 0.045], [-0.070, 0.099, -0.015], [-0.051, 0.126, -0.033], [0.002, -0.006, 0.030]], "mulliken_charge": [-0.630, 0.680, -0.277, -0.453, 0.877, -1.336, -0.419, 0.324, -0.579, -0.463, 0.475, -0.869, 0.236, -0.689, -0.716, 0.396, 0.470, 0.642, 0.279, 0.488, 0.328, 0.066, -0.014, 0.263, -0.614, -0.463, 0.242, 0.283, 0.290, 0.221, -0.584, -0.442, 0.218, 0.263, 0.271, 0.252, -0.409, -0.534, 0.219, 0.233, 0.189, 0.285]}

No. 3
{"formula": "C9H21NOSi", "method": "ωB97M-V/def2-TZVPD", "e_above_lowest_kcal_mol": 109.6, "e_tot_ha": -774.8608, "gap_ev": [6.898, 8.116], "spin_multiplicity": 1, "charge": 0, "elements": ["C", "C", "C", "C", "C", "C", "C", "C", "C", "N", "O", "Si", "H", "H", "H", "H", "H", "H", "H", "H", "H", "H", "H", "H", "H", "H", "H", "H", "H", "H", "H", "H", "H"], "xyz": [[-1.8912, 0.5120, 1.4105], [-2.7772, 1.3248, 0.3993], [-1.4307, -0.8418, 0.9332], [-2.0165, 2.1572, -0.6671], [-0.4757, -0.8872, -0.2621], [0.2754, -2.1707, -0.0987], [-1.1780, -0.8384, -1.6025], [3.3794, 0.6575, -1.2570], [1.8714, 0.1900, 2.4154], [2.1130, 0.0660, -1.2702], [1.5036, 0.9434, 1.3082], [0.8293, 0.4839, -0.1202], [-1.0994, 1.0823, 1.7251], [-2.3215, 0.2934, 2.3743], [-3.5023, 0.5214, -0.0795], [-3.2893, 2.1688, 1.0610], [-0.9009, -1.1355, 1.9124], [-2.1820, -1.6014, 0.7050], [-2.2054, 2.0570, -1.6744], [-1.7045, 3.0550, -0.3047], [-0.4410, -2.8997, -0.4271], [0.5538, -2.4424, 0.9616], [1.0920, -2.2531, -0.8240], [-0.5105, -0.3127, -2.4273], [-1.9846, -0.1417, -1.5965], [-1.6247, -1.7649, -1.7169], [3.6961, 1.0433, -2.2901], [3.5120, 1.3307, -0.4216], [4.1797, -0.2135, -1.2006], [2.9705, -0.0577, 2.4394], [1.2775, -0.6814, 2.5117], [1.7510, 0.8104, 3.3923], [1.9177, -0.4646, -2.0913]], "forces_ev_per_angstrom": [[-2.597, -0.725, -1.588], [-0.809, 0.410, 0.436], [1.387, 0.107, 1.242], [-0.478, -3.188, 2.551], [1.145, 1.076, 1.809], [0.456, -1.354, -0.113], [1.943, 3.290, -0.630], [3.594, -1.927, -2.067], [1.685, 1.394, 2.435], [-2.402, 0.233, 1.568], [-0.088, 0.136, -0.490], [-0.229, 0.907, -1.854], [2.384, 1.553, 0.214], [-1.302, 0.219, 0.232], [0.997, 2.050, 0.982], [0.266, -1.980, -1.382], [-0.369, -0.525, -1.651], [-0.571, 0.240, 0.447], [-0.352, -0.256, -1.985], [1.005, 2.453, 0.658], [-0.328, -1.125, 0.069], [0.080, 0.518, -1.262], [0.213, -0.135, 0.502], [-1.121, -1.991, 1.157], [-0.663, 0.557, 0.335], [-0.441, -2.097, -1.313], [-0.675, 0.446, 1.521], [0.172, 0.316, -0.149], [-1.056, 1.595, 0.550], [-0.988, -0.023, -0.431], [-0.460, -1.071, 0.175], [-0.128, -0.843, -1.651], [-0.271, -0.259, -0.319]], "mulliken_charge": [-0.934, -0.359, -1.248, -1.190, 1.881, -1.641, -1.475, -0.969, -0.596, 0.020, -0.224, -0.345, 0.441, 0.516, 0.246, 0.306, 0.269, 0.357, 0.381, 0.431, 0.523, 0.298, 0.405, 0.191, 0.367, 0.468, 0.274, 0.336, 0.268, 0.274, 0.271, 0.227, 0.229]}